Run 1
DFT (ωB97M-V/def2-TZVPD) results for the molecule C6H8.

Computed properties:
**HOMO level**: -9.705 eV
**SMILES**: C#CC1CCC1

```
! RIJCOSX wB97M-V def2-TZVPD def2/J DEFGRID3
* xyz 0 1
C -2.48 -0.45 1.54
C -1.36 -0.51 1.09
C -0.04 -0.48 0.47
C 0.19 -0.58 -1.09
C 1.30 0.48 -0.91
C 0.64 0.92 0.40
H -3.49 -0.44 1.89
H 0.58 -1.33 0.72
H 0.56 -1.54 -1.51
H -0.70 -0.28 -1.63
H 2.26 0.01 -0.68
H 1.42 1.22 -1.70
H -0.15 1.65 0.19
H 1.27 1.32 1.21
*
```


Run 2
DFT (ωB97M-V/def2-TZVPD) results for the molecule C6H8.

Computed properties:
**HOMO level**: -6.866 eV

```
! RIJCOSX wB97M-V def2-TZVPD def2/J DEFGRID3
* xyz 0 1
C -0.54 1.17 -0.84
C -1.21 2.28 -1.21
C 0.37 -0.94 0.02
C -0.47 0.17 0.16
C 1.23 -1.13 1.27
C 0.84 -2.44 0.83
H 0.13 0.85 -1.64
H -2.24 2.54 -1.01
H -0.79 2.91 -1.99
H 0.82 -1.04 -0.96
H -1.06 0.29 1.06
H 2.15 -0.62 1.02
H 0.76 -0.92 2.24
H 0.03 -3.12 1.04
*
```


Tell me which of them is the most stable. Sure, it is run 1.


Run 1
DFT (ωB97M-V/def2-TZVPD) results for the molecule C6H8.

Computed properties:
**HOMO level**: -7.885 eV
**SMILES**: C=C=C1C[C@H]1C

```
! RIJCOSX wB97M-V def2-TZVPD def2/J DEFGRID3
* xyz 0 1
C -2.19 -0.67 -0.57
C -1.44 0.26 -0.06
C -0.59 1.06 0.42
C 0.71 1.63 0.56
C 0.63 0.36 -0.19
C 1.14 -1.06 0.25
H -2.31 -1.45 0.22
H -2.13 -0.77 -1.61
H 0.74 2.55 0.00
H 1.09 1.73 1.57
H 0.62 0.58 -1.32
H 0.70 -1.38 1.25
H 2.17 -1.12 0.06
H 0.86 -1.72 -0.60
*
```


Run 2
DFT (ωB97M-V/def2-TZVPD) results for the molecule C6H8.

Computed properties:
**HOMO level**: -9.643 eV
**SMILES**: C#CCC1CC1

```
! RIJCOSX wB97M-V def2-TZVPD def2/J DEFGRID3
* xyz 0 1
C 1.96 -1.39 -0.64
C 1.68 -0.69 0.30
C 0.86 0.23 1.10
C -0.16 0.73 0.09
C -1.66 0.64 0.14
C -0.87 -0.21 -0.83
H 2.15 -1.98 -1.51
H 0.41 -0.29 1.96
H 1.43 1.07 1.51
H 0.19 1.62 -0.43
H -2.22 1.52 -0.16
H -2.13 0.07 0.93
H -0.83 -1.27 -0.57
H -0.81 -0.04 -1.90
*
```


Tell me which of them is the most stable. Sure, it is run 2.


Run 1
DFT (ωB97M-V/def2-TZVPD) results for the molecule C23H39NO2.

Computed properties:
**HOMO level**: -8.128 eV
**SMILES**: CCCCCCCCCCCCCCCCNc1ccc(C(=O)O)cc1

```
! RIJCOSX wB97M-V def2-TZVPD def2/J DEFGRID3
* xyz 0 1
C -8.46 0.28 0.55
C -7.77 -0.35 -0.66
C -6.41 -0.96 -0.33
C -5.35 0.08 0.05
C -3.98 -0.55 0.27
C -2.93 0.49 0.64
C -1.56 -0.12 0.96
C -0.88 -0.72 -0.27
C 0.58 -1.09 0.01
C 1.23 -1.78 -1.18
C 2.76 -1.79 -1.10
C 3.29 -2.56 0.11
C 4.81 -2.73 0.10
C 5.59 -1.42 -0.04
C 5.35 -0.43 1.10
C 5.88 0.97 0.78
N 5.16 1.59 -0.32
C 3.83 1.90 -0.28
C 3.14 2.13 0.93
C 1.81 2.48 0.92
C 1.12 2.61 -0.28
C -0.31 2.96 -0.32
O -0.99 2.99 -1.32
O -0.82 3.27 0.89
C 1.79 2.39 -1.48
C 3.12 2.05 -1.48
H -8.55 -0.45 1.36
H -9.46 0.62 0.29
H -7.90 1.13 0.92
H -7.65 0.41 -1.43
H -8.42 -1.14 -1.06
H -6.52 -1.67 0.49
H -6.05 -1.51 -1.20
H -5.66 0.60 0.96
H -5.28 0.82 -0.75
H -4.06 -1.30 1.07
H -3.68 -1.07 -0.64
H -2.82 1.20 -0.18
H -3.28 1.04 1.52
H -1.67 -0.89 1.73
H -0.92 0.66 1.37
H -1.41 -1.61 -0.60
H -0.91 0.01 -1.09
H 0.62 -1.74 0.89
H 1.13 -0.17 0.25
H 0.95 -1.25 -2.09
H 0.85 -2.80 -1.26
H 3.10 -0.76 -1.06
H 3.16 -2.25 -2.01
H 2.84 -3.56 0.12
H 2.98 -2.06 1.02
H 5.09 -3.38 -0.73
H 5.12 -3.22 1.03
H 6.66 -1.65 -0.09
H 5.32 -0.95 -0.99
H 5.84 -0.80 2.01
H 4.28 -0.36 1.30
H 6.93 0.92 0.50
H 5.79 1.61 1.66
H 5.50 1.35 -1.24
H 3.66 2.03 1.87
H 1.30 2.66 1.85
H -1.76 3.47 0.79
H 1.25 2.49 -2.41
H 3.64 1.88 -2.41
*
```


Run 2
DFT (ωB97M-V/def2-TZVPD) results for the molecule C23H39NO2.

Computed properties:
**HOMO level**: -8.019 eV
**SMILES**: CCCCCCCCCCCCCCCCNc1ccc(C(=O)O)cc1

```
! RIJCOSX wB97M-V def2-TZVPD def2/J DEFGRID3
* xyz 0 1
C 5.20 3.23 0.78
C 4.33 2.86 -0.42
C 2.85 3.09 -0.14
C 1.97 2.76 -1.33
C 0.48 2.94 -1.02
C -0.41 2.41 -2.14
C -1.89 2.55 -1.82
C -2.77 1.94 -2.91
C -4.26 2.18 -2.72
C -4.85 1.61 -1.42
C -4.69 0.10 -1.29
C -5.43 -0.44 -0.07
C -5.30 -1.96 0.11
C -3.89 -2.45 0.44
C -3.42 -2.02 1.83
C -1.95 -2.37 2.06
N -1.11 -1.60 1.18
C 0.25 -1.65 1.15
C 0.98 -2.62 1.85
C 2.35 -2.66 1.77
C 3.04 -1.73 0.99
C 4.50 -1.72 0.88
O 5.15 -0.94 0.22
O 5.11 -2.69 1.60
C 2.32 -0.76 0.29
C 0.95 -0.72 0.37
H 4.93 2.63 1.64
H 5.07 4.28 1.04
H 6.25 3.05 0.55
H 4.50 1.81 -0.66
H 4.63 3.45 -1.29
H 2.55 2.48 0.72
H 2.70 4.14 0.14
H 2.14 1.72 -1.63
H 2.24 3.39 -2.18
H 0.25 2.42 -0.09
H 0.27 4.00 -0.86
H -0.19 2.95 -3.07
H -0.17 1.36 -2.32
H -2.14 3.61 -1.71
H -2.10 2.06 -0.87
H -2.48 2.37 -3.88
H -2.57 0.86 -2.98
H -4.80 1.74 -3.56
H -4.45 3.25 -2.73
H -5.91 1.85 -1.39
H -4.38 2.10 -0.56
H -3.63 -0.15 -1.22
H -5.08 -0.39 -2.19
H -6.49 -0.20 -0.17
H -5.08 0.07 0.82
H -5.63 -2.44 -0.81
H -5.98 -2.27 0.91
H -3.88 -3.54 0.39
H -3.19 -2.09 -0.31
H -4.03 -2.51 2.59
H -3.54 -0.94 1.95
H -1.79 -3.44 1.87
H -1.69 -2.18 3.12
H -1.53 -0.76 0.80
H 0.47 -3.35 2.46
H 2.91 -3.40 2.31
H 6.07 -2.62 1.48
H 2.86 -0.05 -0.31
H 0.39 0.02 -0.18
*
```


Tell me which of them is the most stable. Sure, it is run 1.


Run 1
DFT (ωB97M-V/def2-TZVPD) results for the molecule C3H4N2O2.

Computed properties:
**HOMO level**: -9.284 eV
**SMILES**: Nn1occc1=O

```
! RIJCOSX wB97M-V def2-TZVPD def2/J DEFGRID3
* xyz 0 1
N -0.30 1.68 -0.84
N -0.46 0.39 -0.47
O -1.16 0.19 0.85
C -0.64 -0.78 1.40
C 0.62 -1.14 0.95
C 0.59 -0.50 -0.43
O 1.39 -0.22 -1.28
H -1.10 1.83 -1.51
H 0.83 1.78 -1.11
H -0.78 -1.23 2.53
H 1.12 -2.08 1.26
*
```


Run 2
DFT (ωB97M-V/def2-TZVPD) results for the molecule C3H4N2O2.

Computed properties:
**HOMO level**: -9.315 eV
**SMILES**: Cn1cnc(=O)o1

```
! RIJCOSX wB97M-V def2-TZVPD def2/J DEFGRID3
* xyz 0 1
C -1.52 -0.50 -0.02
N -0.11 -0.16 -0.10
C 0.35 1.15 -0.02
N 1.63 1.13 -0.19
C 2.00 -0.14 -0.15
O 2.98 -0.66 0.16
O 0.95 -1.01 -0.29
H -1.80 -1.20 -0.56
H -1.90 -1.04 1.03
H -2.23 0.35 -0.14
H -0.35 2.08 0.28
*
```


Run 3
DFT (ωB97M-V/def2-TZVPD) results for the molecule C3H4N2O2.

Computed properties:
**HOMO level**: -10.058 eV
**SMILES**: [H]/N=C/NC(=O)C=O

```
! RIJCOSX wB97M-V def2-TZVPD def2/J DEFGRID3
* xyz 0 1
H 2.20 -1.57 0.03
N 1.29 -1.13 -0.08
C 1.42 0.19 -0.12
N 0.31 1.02 -0.30
C -1.05 0.61 0.01
O -1.96 1.40 0.01
C -1.46 -0.81 0.21
O -2.42 -1.26 -0.44
H 2.36 0.77 -0.24
H 0.34 2.09 -0.14
H -1.03 -1.30 1.06
*
```


Tell me which of them is the most stable. Sure, it is run 3.


Run 1
DFT (ωB97M-V/def2-TZVPD) results for the molecule C3H4N2O2.

Computed properties:
**HOMO level**: -9.909 eV
**SMILES**: COc1ncon1

```
! RIJCOSX wB97M-V def2-TZVPD def2/J DEFGRID3
* xyz 0 1
C 0.68 0.78 1.59
O 1.19 0.53 0.30
C 0.40 0.01 -0.55
N -0.81 -0.62 -0.19
C -1.28 -0.98 -1.34
O -0.54 -0.72 -2.33
N 0.57 -0.01 -1.90
H 1.49 1.30 2.19
H 0.56 -0.17 2.14
H -0.15 1.54 1.60
H -2.11 -1.65 -1.50
*
```


Run 2
DFT (ωB97M-V/def2-TZVPD) results for the molecule C3H4N2O2.

Computed properties:
**HOMO level**: -10.302 eV
**SMILES**: COC(=O)N=C=N

```
! RIJCOSX wB97M-V def2-TZVPD def2/J DEFGRID3
* xyz 0 1
C -0.70 0.45 -1.48
O 0.03 -0.35 -0.54
C -0.73 -1.03 0.52
O -1.87 -1.33 0.43
N 0.08 -0.81 1.57
C 1.08 -0.09 1.25
N 2.11 0.54 1.28
H -1.19 -0.22 -2.19
H 0.02 1.08 -2.01
H -1.45 1.05 -0.96
H 2.62 0.73 2.12
*
```


Tell me which of them is the most stable. Sure, it is run 2.


Run 1
DFT (ωB97M-V/def2-TZVPD) results for a cluster of 14 separate species, H27O14 in total.

Computed properties:
**HOMO level**: -7.019 eV

```
! RIJCOSX wB97M-V def2-TZVPD def2/J DEFGRID3
* xyz -1 1
O -3.62 1.04 1.83
H -2.08 -0.65 -0.36
O -0.17 -1.11 -0.74
H -3.70 0.12 1.40
H -1.67 -1.92 -3.67
O -0.12 1.74 1.19
H -0.78 -2.85 -4.10
H 3.71 -3.16 1.44
O 3.21 -3.75 0.76
H -0.58 -2.79 1.67
H 2.29 -3.72 0.95
O -1.68 -3.23 1.80
H 5.29 -0.37 -0.94
H 1.29 -0.62 -0.75
O 2.30 -0.21 -0.86
H -2.40 -1.94 -0.16
H -2.33 3.15 0.10
O 4.68 -0.83 -0.36
H -2.02 -0.18 3.96
H 2.29 0.77 -0.86
O -1.50 -2.33 -4.44
H -0.36 1.06 0.52
H 0.28 -0.79 -2.06
O -2.52 0.54 4.33
H -2.98 0.67 3.46
H -0.99 1.81 1.70
O 1.95 4.03 2.49
H 1.49 4.36 1.77
H 1.82 3.22 2.63
O -2.82 4.05 -0.16
H 3.73 -0.72 -0.67
H 0.51 0.14 -3.33
O -3.02 -1.07 -0.12
H 3.02 2.02 -1.61
H -2.43 4.12 -1.12
O 0.32 -0.75 -3.19
H -1.89 -3.92 1.12
H -4.42 1.32 2.17
O 3.35 2.50 -2.33
H -0.16 -1.97 -0.44
H 2.71 2.23 -3.04
*
```


Run 2
DFT (ωB97M-V/def2-TZVPD) results for a cluster of 14 separate species, H27O14 in total.

Computed properties:
**HOMO level**: -6.884 eV

```
! RIJCOSX wB97M-V def2-TZVPD def2/J DEFGRID3
* xyz -1 1
O 1.84 -1.22 3.58
H 1.65 -0.90 2.69
O 1.82 -1.83 0.27
H 1.75 -1.23 -0.48
H 0.91 -1.82 0.64
O -1.00 1.36 -0.97
H 0.30 1.16 1.46
H -2.23 0.52 -0.66
O -2.79 -0.36 -0.69
H -2.57 -1.06 -2.75
H -2.96 -0.65 0.21
O -0.20 1.65 3.99
H -0.90 -3.32 -0.68
H -0.36 1.05 3.26
O 3.66 0.07 -0.67
H 3.02 0.75 -0.92
H 3.32 -0.38 0.11
O 0.65 -1.22 -3.41
H -0.11 -1.61 -2.94
H 1.40 -1.33 -2.82
O -0.15 0.33 1.28
H -0.50 0.47 0.35
H -0.86 2.35 3.91
O -2.08 -1.85 -3.01
H -2.32 -1.98 -3.93
H -1.20 0.99 -1.84
O -2.35 3.81 -2.03
H -2.63 2.92 -1.86
H -1.54 3.99 -1.56
O -2.20 3.15 2.40
H -2.83 2.44 2.24
H -1.32 2.90 2.11
O -1.00 -2.55 -0.11
H -1.19 -1.76 -0.63
H 1.01 -1.32 4.04
O 1.46 1.95 -1.52
H 0.45 2.06 -1.46
H 1.36 1.53 -2.38
O 3.82 -3.30 1.48
H 3.86 -2.73 2.26
H 2.99 -3.01 1.06
*
```


Tell me which of them is the most stable. Sure, it is run 2.


Run 1
DFT (ωB97M-V/def2-TZVPD) results for the molecule C6H13NO.

Computed properties:
**HOMO level**: -8.624 eV
**SMILES**: CN1CCC[C@H]1CO

```
! RIJCOSX wB97M-V def2-TZVPD def2/J DEFGRID3
* xyz 0 1
C -2.16 -0.10 0.41
N -0.84 -0.50 -0.04
C -0.27 -1.43 0.97
C 1.28 -1.01 1.03
C 1.37 0.38 0.42
C 0.03 0.64 -0.34
C 0.37 0.64 -1.84
O 1.04 1.84 -2.21
H -2.90 -0.88 0.20
H -2.27 -0.04 1.51
H -2.59 0.84 0.06
H -0.54 -2.41 0.59
H -0.58 -1.38 2.03
H 1.72 -0.94 2.02
H 1.77 -1.87 0.56
H 1.49 1.15 1.19
H 2.16 0.48 -0.31
H -0.45 1.61 -0.08
H -0.53 0.62 -2.43
H 1.05 -0.19 -2.14
H 0.85 2.55 -1.60
*
```


Run 2
DFT (ωB97M-V/def2-TZVPD) results for a cluster of 2 separate species, C6H13NO in total.

Computed properties:
**HOMO level**: -7.497 eV
**SMILES**: C=C/C(C)=C(\C)N.O

```
! RIJCOSX wB97M-V def2-TZVPD def2/J DEFGRID3
* xyz 0 1
C 0.52 0.99 1.90
C 1.25 0.10 1.25
C 0.67 -0.68 0.09
C 0.16 -2.05 0.28
C 0.52 0.04 -1.06
C 0.93 1.46 -1.30
N -0.07 -0.53 -2.21
H 0.94 1.57 2.73
H -0.51 1.16 1.66
H 2.26 -0.21 1.49
H 1.02 -2.73 0.31
H -0.32 -2.21 1.26
H -0.55 -2.36 -0.49
H 1.03 1.73 -2.36
H 0.21 2.16 -0.80
H 1.76 1.76 -0.66
H -0.36 -1.47 -2.06
H -0.69 -0.08 -2.87
O -2.83 0.60 0.92
H -3.61 0.63 1.49
H -2.53 -0.30 1.03
*
```


Run 3
DFT (ωB97M-V/def2-TZVPD) results for a cluster of 2 separate species, C6H13NO in total.

Computed properties:
**HOMO level**: -7.092 eV

```
! RIJCOSX wB97M-V def2-TZVPD def2/J DEFGRID3
* xyz 0 1
C -1.73 0.26 -1.33
C -0.54 0.56 -0.43
C 0.71 0.83 -1.25
C -0.66 1.45 0.72
C -1.63 -0.93 -2.13
N 1.04 -1.82 2.40
C 1.48 -0.51 1.74
O -2.37 -1.30 -3.05
H -2.71 0.68 -1.27
H -0.63 -1.49 -2.21
H -0.41 -0.42 -0.12
H 1.51 0.69 -0.56
H 0.69 0.00 -1.97
H 0.63 1.77 -1.71
H 0.11 0.97 1.35
H -1.59 1.59 1.13
H -0.21 2.41 0.37
H 2.03 -2.13 2.59
H 0.64 -2.16 1.54
H 1.13 0.25 2.50
H 2.52 -0.71 1.67
*
```


Run 4
DFT (ωB97M-V/def2-TZVPD) results for a cluster of 3 separate species, C6H13NO in total.

Computed properties:
**HOMO level**: -7.800 eV

```
! RIJCOSX wB97M-V def2-TZVPD def2/J DEFGRID3
* xyz 0 1
C 0.05 -1.83 0.12
O 0.60 -1.75 1.44
C 0.25 -0.46 -2.65
C 0.63 0.34 -1.64
C 0.07 1.57 -0.90
N -0.77 0.37 2.57
C -0.84 1.06 1.41
C 0.24 1.45 0.64
H -0.61 -0.98 -0.13
H -0.50 -2.84 0.02
H 0.84 -1.77 -0.61
H 0.11 -1.11 -5.48
H -0.85 -0.40 -3.01
H 1.57 0.10 -1.12
H 0.28 -0.37 -5.54
H -0.97 1.66 -1.12
H 0.53 2.54 -1.28
H 0.08 -1.03 1.98
H -1.69 0.28 3.02
H -1.90 1.24 0.94
H 1.28 1.33 0.99
*
```


Tell me which of them is the most stable. Sure, it is run 1.


Run 1
DFT (ωB97M-V/def2-TZVPD) results for a cluster of 2 separate species, C2H9NS in total.

Computed properties:
**HOMO level**: -9.327 eV
**SMILES**: CCN.S

```
! RIJCOSX wB97M-V def2-TZVPD def2/J DEFGRID3
* xyz 0 1
C 1.47 -0.50 1.56
C 0.77 0.79 1.13
N 1.37 1.33 -0.07
H 1.19 -0.75 2.59
H 1.17 -1.34 0.93
H 2.55 -0.43 1.49
H -0.27 0.54 0.90
H 0.77 1.47 1.98
H 2.36 1.51 0.03
H 0.92 2.18 -0.38
S -1.84 -0.87 -1.27
H -0.54 -0.99 -1.56
H -1.70 0.45 -1.07
*
```


Run 2
DFT (ωB97M-V/def2-TZVPD) results for a cluster of 3 separate species, C2H9NS in total.

Computed properties:
**HOMO level**: -9.113 eV
**SMILES**: [H][H].C1CS1.N

```
! RIJCOSX wB97M-V def2-TZVPD def2/J DEFGRID3
* xyz 0 1
H 2.23 1.13 0.77
H 2.41 1.68 1.24
C 0.17 -1.67 -0.45
C -0.86 -1.20 0.48
S -1.38 -1.43 -1.26
H 0.95 -0.99 -0.75
H 0.49 -2.69 -0.32
H -0.68 -0.31 1.07
H -1.18 -1.95 1.21
N -0.74 2.02 -0.46
H -0.76 1.08 -0.09
H 0.10 2.32 0.03
H -0.75 2.02 -1.46
*
```


Tell me which of them is the most stable. Sure, it is run 1.